Run one
50
Properties=species:S:1:pos:R:3 method="wB97M-V/def2-TZVPD" homo_energy_ev=-8.12 gap_ev=8.09 e_lumo_ev=-0.025
H -8.65 1.80 3.57
N -7.98 2.34 2.97
C -6.84 1.69 2.69
N -6.48 0.48 3.40
N -5.96 2.16 1.80
C -4.61 1.78 1.74
C -4.07 2.07 0.47
C -2.59 2.06 0.01
C -2.09 0.62 -0.31
N -2.15 -0.23 0.85
C -0.60 0.83 -0.87
O -0.26 1.74 -1.70
N 0.31 0.09 -0.22
C 1.75 0.05 -0.34
C 2.19 -0.82 -1.64
C 3.73 -1.02 -1.78
C 4.57 -0.23 -2.48
N 5.79 -0.90 -2.75
C 5.69 -2.04 -1.83
C 6.73 -3.02 -1.64
C 6.28 -3.94 -0.73
C 5.08 -4.04 -0.15
C 4.05 -3.23 -0.57
C 4.41 -2.14 -1.38
C 2.28 1.58 -0.25
O 3.16 1.80 0.49
O 1.94 2.54 -1.14
H -6.68 0.24 4.52
H -6.25 -0.59 3.03
H -6.02 3.06 1.33
H -4.53 0.62 1.78
H -3.94 2.10 2.64
H -4.61 1.47 -0.37
H -4.17 3.08 0.28
H -2.51 2.78 -0.95
H -1.78 2.51 0.66
H -2.62 0.22 -1.21
H -1.45 -0.26 1.72
H -2.49 -1.36 0.50
H -0.24 -0.37 0.57
H 2.24 -0.60 0.51
H 1.91 -0.25 -2.50
H 1.85 -1.83 -1.64
H 4.41 0.77 -2.77
H 6.79 -0.32 -2.51
H 7.78 -3.01 -2.09
H 7.21 -4.35 -0.19
H 5.06 -4.85 0.54
H 3.09 -3.37 -0.20
H 1.27 2.30 -1.84


Run two
50
Properties=species:S:1:pos:R:3 method="wB97M-V/def2-TZVPD" homo_energy_ev=-8.13 gap_ev=8.46 e_lumo_ev=0.326 smiles="[H]/N=C(/N)NCCC[C@H](N)C(=O)N[C@@H](Cc1c[nH]c2ccccc12)C(=O)O"
H -6.82 0.31 -1.03
N -6.46 -0.05 -1.96
C -5.20 -0.13 -1.82
N -4.38 -0.33 -2.96
N -4.42 0.02 -0.68
C -4.81 0.12 0.63
C -3.58 0.03 1.58
C -2.77 -1.39 1.35
C -1.21 -1.43 1.56
N -0.74 -1.03 2.90
C -0.70 -0.50 0.36
O -1.20 -0.67 -0.76
N 0.13 0.50 0.82
C 0.84 1.53 0.25
C 1.65 1.04 -0.99
C 2.71 0.01 -0.82
C 2.38 -1.39 -0.91
N 3.63 -2.10 -0.74
C 4.69 -1.16 -0.67
C 6.11 -1.34 -0.62
C 6.86 -0.18 -0.43
C 6.22 1.03 -0.10
C 4.89 1.30 -0.38
C 4.03 0.13 -0.61
C -0.07 2.84 0.25
O -1.23 3.05 0.53
O 0.72 3.82 -0.22
H -4.94 -0.62 -3.76
H -3.51 -0.87 -2.74
H -3.46 0.14 -0.87
H -5.51 -0.69 1.10
H -5.30 1.09 0.77
H -2.96 0.88 1.44
H -3.93 0.09 2.65
H -3.16 -2.08 2.03
H -3.05 -1.76 0.37
H -0.76 -2.48 1.45
H -1.34 -0.38 3.31
H -0.63 -1.79 3.55
H 0.43 0.14 1.69
H 1.66 1.83 0.92
H 0.86 0.50 -1.64
H 2.10 1.80 -1.62
H 1.31 -1.70 -1.28
H 3.65 -3.14 -0.83
H 6.50 -2.40 -0.80
H 7.94 -0.32 -0.43
H 6.74 1.95 0.06
H 4.52 2.23 0.09
H 1.60 3.55 0.03


On energetic grounds, run two is preferred over the next structure by 95.8 kcal/mol.


Run one
99
Properties=species:S:1:pos:R:3 method="wB97M-V/def2-TZVPD" homo_energy_ev=-9.59 gap_ev=8.74 e_lumo_ev=-0.850
O -0.18 -11.50 -21.56
H 0.47 -10.81 -21.46
H -1.02 -11.05 -21.53
O -4.39 -3.19 -18.12
H -4.39 -2.42 -18.68
H -3.46 -3.35 -17.93
O -4.64 -8.34 -22.83
H -5.29 -7.67 -23.07
H -4.20 -8.54 -23.65
O -1.49 -9.27 -24.48
H -0.53 -9.21 -24.48
H -1.79 -8.39 -24.28
O -7.95 -11.30 -17.92
H -8.47 -11.99 -17.50
H -7.04 -11.62 -17.86
O -7.42 -8.58 -20.28
H -7.50 -8.52 -21.23
H -8.13 -8.05 -19.94
O -8.60 -7.13 -17.82
H -9.54 -7.05 -17.73
H -8.25 -6.94 -16.94
O -3.95 -7.98 -25.59
H -4.85 -7.66 -25.68
H -3.51 -7.69 -26.39
O -1.80 -4.54 -19.10
H -1.08 -5.04 -19.48
H -1.51 -3.63 -19.14
O -10.32 -7.52 -21.21
H -9.95 -7.68 -22.07
H -10.60 -8.39 -20.90
O -2.07 -6.31 -16.63
H -1.88 -6.17 -17.56
H -2.95 -6.69 -16.63
O -4.80 -7.69 -19.86
H -5.69 -7.91 -20.17
H -4.27 -7.72 -20.66
O -0.68 -9.44 -18.72
H -1.09 -8.82 -19.33
H -1.30 -10.17 -18.68
O -9.09 -11.85 -20.20
H -9.52 -12.68 -19.98
H -8.86 -11.47 -19.36
O -8.04 -3.30 -21.75
H -8.14 -4.11 -21.26
H -8.93 -3.04 -21.99
O -6.57 -8.98 -17.25
H -6.86 -9.88 -17.15
H -7.06 -8.66 -18.01
O -5.58 -5.26 -16.83
H -5.67 -6.05 -17.37
H -5.38 -4.57 -17.47
O -4.43 -6.45 -14.56
H -4.29 -5.96 -15.37
H -4.53 -5.79 -13.88
O -2.54 -4.84 -25.11
H -2.45 -5.68 -24.66
H -2.73 -5.07 -26.02
O -7.44 -7.00 -15.28
H -6.52 -7.14 -15.51
H -7.56 -7.51 -14.48
O -3.89 -8.16 -17.39
H -4.19 -7.71 -18.19
H -4.63 -8.72 -17.15
O -1.46 -7.71 -20.53
H -0.71 -7.23 -20.18
H -2.15 -7.05 -20.61
O -5.71 -12.73 -23.14
H -5.29 -13.56 -22.94
H -5.70 -12.25 -22.31
O -2.78 -10.05 -21.29
H -3.44 -9.75 -21.93
H -2.34 -9.25 -21.01
O -6.95 -6.32 -22.53
H -7.14 -6.26 -21.60
H -7.78 -6.10 -22.96
O -9.83 -9.38 -16.66
H -10.16 -10.28 -16.63
H -8.91 -9.47 -16.91
O -6.22 -11.13 -20.42
H -6.52 -10.35 -19.96
H -7.01 -11.66 -20.54
O -2.26 -9.21 -15.41
H -2.83 -9.29 -16.17
H -1.93 -8.31 -15.45
O -8.27 -5.76 -20.12
H -7.89 -5.72 -19.24
H -9.13 -6.17 -19.99
O -6.42 -6.90 -25.29
H -6.25 -6.28 -24.58
H -7.19 -7.39 -25.02
O -3.05 -5.67 -21.43
H -3.86 -5.31 -21.77
H -2.51 -4.90 -21.24
O -3.59 -12.38 -20.14
H -4.46 -12.03 -19.92
H -3.08 -11.60 -20.36
O -1.59 -6.67 -23.48
H -0.65 -6.82 -23.35
H -1.94 -6.59 -22.59


Run two
99
Properties=species:S:1:pos:R:3 method="wB97M-V/def2-TZVPD" homo_energy_ev=-9.16 gap_ev=8.30 e_lumo_ev=-0.859
O 1.25 2.68 -1.30
H 1.66 1.82 -1.37
H 1.97 3.26 -1.03
O 1.22 1.11 1.81
H 2.12 0.84 1.68
H 1.16 1.32 2.74
O 1.26 2.32 4.25
H 0.55 2.49 4.87
H 2.01 2.08 4.80
O -1.32 3.59 -0.90
H -1.65 3.16 -0.11
H -0.37 3.48 -0.85
O 0.47 -4.93 1.71
H -0.20 -4.87 1.03
H 0.27 -4.21 2.31
O 4.03 2.38 1.98
H 4.24 1.60 2.49
H 3.53 2.93 2.58
O 3.83 -2.34 -1.47
H 3.38 -2.83 -2.16
H 4.66 -2.08 -1.86
O 4.11 0.22 3.78
H 3.84 0.66 4.59
H 3.71 -0.65 3.84
O -1.31 -3.48 -0.26
H -1.13 -3.43 -1.20
H -1.73 -2.64 -0.05
O 3.85 0.20 -4.03
H 3.15 -0.10 -3.45
H 4.57 0.43 -3.45
O -1.37 2.13 1.41
H -1.93 1.40 1.69
H -0.49 1.85 1.64
O 1.19 5.14 1.13
H 2.00 4.76 0.78
H 1.00 4.62 1.91
O 0.47 -0.41 -3.28
H 0.12 -1.24 -3.58
H 0.39 -0.44 -2.33
O 3.00 0.39 -0.64
H 2.45 -0.39 -0.75
H 3.89 0.09 -0.85
O -3.27 -2.30 -4.03
H -3.71 -2.81 -4.71
H -2.70 -1.70 -4.51
O -3.44 -0.43 3.22
H -4.06 -0.16 2.54
H -3.64 -1.36 3.36
O -5.18 0.47 -1.64
H -5.35 -0.15 -2.36
H -6.04 0.83 -1.43
O 0.21 -0.39 -0.69
H -0.70 -0.51 -0.41
H 0.62 0.07 0.05
O -2.64 -0.76 -0.36
H -3.29 -0.34 0.21
H -3.03 -0.71 -1.23
O 0.41 4.51 -3.77
H 0.31 3.91 -3.04
H 0.87 4.00 -4.44
O 4.13 -2.60 1.67
H 4.86 -2.04 1.92
H 4.12 -2.58 0.71
O -0.93 -3.08 -3.07
H -0.76 -3.87 -3.58
H -1.84 -2.86 -3.27
O 3.30 3.88 -0.23
H 4.05 4.44 -0.43
H 3.59 3.36 0.53
O -5.17 -3.43 1.06
H -4.68 -2.83 0.50
H -4.89 -4.30 0.80
O -3.80 3.03 -2.00
H -2.87 3.16 -1.80
H -3.99 2.15 -1.67
O -3.20 -5.32 0.42
H -2.84 -6.20 0.41
H -2.44 -4.74 0.33
O 2.58 -4.26 -3.35
H 1.70 -4.46 -3.02
H 3.16 -4.77 -2.79
O -4.59 0.51 0.92
H -5.25 0.93 1.48
H -4.99 0.51 0.05
O -0.74 -0.50 4.03
H -0.52 -0.10 4.87
H -1.70 -0.41 3.97
O 5.57 1.09 -2.00
H 5.95 1.25 -1.14
H 4.83 1.69 -2.06
O -0.96 1.95 -3.26
H -0.31 1.29 -3.50
H -0.67 2.28 -2.41
O -0.69 -3.05 3.18
H -1.38 -3.27 3.80
H -0.56 -2.11 3.28
O -2.23 3.65 3.80
H -3.14 3.39 3.92
H -1.92 3.12 3.07


On energetic grounds, run two is preferred over the next structure by 18.2 kcal/mol.